Record 1
15
Properties=species:S:1:pos:R:3:forces:R:3 method="wB97M-V/def2-TZVPD" mol_weight_da=170.17 orbital_gap_ev=8.0 e_homo_ev=-4.9 charge=-1 e_lumo_ev=3.13
C 1.74791 0.17523 1.54361 0.53 0.13 -0.39
C 2.20343 0.75370 0.40662 -0.13 0.20 -0.21
C -0.27798 -2.12472 -1.78864 1.61 -1.00 0.01
C -1.67270 1.39385 0.84798 0.77 -0.19 0.03
C -1.38074 -1.47695 -1.80984 -1.14 0.72 0.09
C -0.13988 1.13351 0.94910 -0.49 0.36 -0.87
N 0.44034 0.39710 1.82496 -0.56 -0.28 0.81
O -2.23316 0.51674 0.17210 -0.45 -0.39 -0.33
O 0.73536 -2.71851 -1.75095 -0.53 0.32 -0.05
O -2.12335 2.38381 1.40655 -0.14 0.70 0.41
S 0.92794 1.63054 -0.36020 -0.05 -0.32 0.57
H 2.32924 -0.43857 2.21073 0.14 -0.07 0.06
H 3.17984 0.71598 -0.03082 0.28 -0.05 -0.01
H -1.65189 -0.78236 -1.00918 0.20 0.12 0.28
H -2.08437 -1.55935 -2.61199 -0.04 -0.23 -0.41

=====

Record 2
11
Properties=species:S:1:pos:R:3:forces:R:3 method="wB97M-V/def2-TZVPD" mol_weight_da=92.10 orbital_gap_ev=8.9 e_homo_ev=-9.1 charge=0 e_lumo_ev=-0.18
C 1.05373 0.13396 0.48784 -1.10 0.24 0.98
C 1.71123 -0.92589 -0.53205 -0.43 0.44 -0.31
C 1.26714 0.19793 -1.05430 0.43 -0.40 0.08
C 0.26506 1.03230 -0.46809 0.13 0.31 -0.42
C -0.71199 0.26497 0.28302 0.64 -0.23 0.16
C -1.24663 -1.07259 -0.10262 0.26 -0.31 -0.33
O -0.88018 -1.70597 -1.06037 -0.50 0.23 0.22
H 1.60766 0.59186 1.30445 -0.36 0.01 -0.16
H 0.33715 2.10540 -0.37200 -0.02 0.04 -0.29
H -1.41186 0.85686 0.89989 0.80 -0.38 0.14
H -1.99132 -1.47882 0.61423 0.15 0.03 -0.07

=====

Record 3
11
Properties=species:S:1:pos:R:3:forces:R:3 method="wB97M-V/def2-TZVPD" mol_weight_da=92.10 smiles=C#CC#C[C@H]1CO1 orbital_gap_ev=9.9 e_homo_ev=-9.2 charge=0 e_lumo_ev=0.65
C 3.63852 -0.58437 -0.06645 -0.63 0.17 0.07
C 2.48341 -0.23771 0.00297 0.62 -0.12 0.07
C 1.16329 0.14298 0.13033 0.05 -0.03 0.34
C 0.00790 0.43342 0.32197 0.11 -0.33 0.36
C -1.37336 0.78130 0.08733 0.21 -0.41 -0.20
C -2.18183 -0.35291 -0.52900 0.06 0.41 -0.27
O -2.54467 0.26377 0.68260 -0.25 -0.02 0.56
H 4.65614 -0.90038 -0.09620 -0.11 0.05 -0.06
H -1.49840 1.87250 -0.05136 -0.05 -0.79 -0.91
H -2.07038 -1.44114 -0.37368 1.03 0.72 -0.21
H -2.58610 -0.12633 -1.50713 -1.04 0.35 0.27

=====

Record 4
11
Properties=species:S:1:pos:R:3:forces:R:3 method="wB97M-V/def2-TZVPD" mol_weight_da=92.10 orbital_gap_ev=7.2 e_homo_ev=-8.8 charge=0 e_lumo_ev=-1.67
C -1.31981 -0.57468 -0.77310 -0.02 0.01 -0.02
C -0.55995 0.50270 -0.10013 -0.27 -0.07 -0.13
C -0.60143 1.77144 0.28642 0.30 -0.36 0.01
C 0.73740 1.62016 0.82536 0.39 0.85 0.42
O 1.58422 2.23243 1.38475 -0.50 -0.43 -0.35
C 1.01992 0.01421 0.44981 0.36 -0.78 -0.05
C 1.61342 -1.05938 0.40538 -0.25 0.48 0.03
H -2.26947 -0.13389 -1.09294 0.11 -0.04 0.05
H -1.51612 -1.40501 -0.08698 0.04 0.13 -0.11
H -0.78085 -0.95169 -1.64795 -0.08 0.06 0.14
H 2.09267 -2.01630 0.34940 -0.07 0.17 0.00

=====

Record 5
11
Properties=species:S:1:pos:R:3:forces:R:3 method="wB97M-V/def2-TZVPD" mol_weight_da=92.10 orbital_gap_ev=8.4 e_homo_ev=-8.7 charge=0 e_lumo_ev=-0.35
C -0.81268 0.67110 -2.92659 -0.10 -0.28 0.57
C -1.02995 0.18712 -1.73395 0.16 0.20 -0.45
C -0.27844 0.05179 -0.49925 -0.12 -0.04 0.11
C -0.65120 -0.16149 0.79177 -0.04 0.00 -0.14
C 0.55869 -0.18535 1.55506 0.12 0.02 -0.04
C 1.56352 0.01465 0.66732 0.01 -0.02 0.20
O 1.07322 0.16228 -0.58713 -0.04 0.02 -0.04
H -2.05845 -0.20376 -1.80465 0.02 0.08 0.05
H -1.66264 -0.27295 1.15757 0.15 0.00 -0.09
H 0.65990 -0.33342 2.62112 0.00 0.03 -0.18
H 2.63803 0.07001 0.75873 -0.17 0.00 0.01

=====

Record 6
11
Properties=species:S:1:pos:R:3:forces:R:3 method="wB97M-V/def2-TZVPD" mol_weight_da=92.10 orbital_gap_ev=8.4 e_homo_ev=-9.7 charge=0 e_lumo_ev=-1.28
C -1.02068 -0.10244 -2.24749 0.68 -0.55 0.86
C -1.51061 0.18843 -3.36334 -0.31 0.19 -0.59
C 0.21917 -1.76392 -0.83550 0.27 1.81 1.63
C -0.38344 -0.44808 -1.10372 0.41 -0.62 -0.66
C 0.30814 -2.83586 -1.60034 -0.73 -2.25 -2.02
C -0.33208 0.48745 0.05781 -2.26 1.82 -0.36
O 0.30035 -3.79927 -2.26647 0.30 2.34 1.64
H 0.67164 -1.78536 0.17983 -0.16 -0.63 -0.97
H -0.31336 1.59849 -0.13043 0.11 -1.26 -0.64
H 0.39561 0.32329 0.79476 0.99 -0.75 0.93
H -1.35774 0.38073 0.48956 0.71 -0.09 0.18

=====

Record 7
14
Properties=species:S:1:pos:R:3:forces:R:3 method="wB97M-V/def2-TZVPD" mol_weight_da=140.09 orbital_gap_ev=5.9 e_homo_ev=0.7 charge=-2 e_lumo_ev=6.68
C 0.48654 0.90201 -0.22842 1.41 0.88 -2.35
C 0.61672 1.80723 -1.25449 -0.93 -0.94 1.04
C -1.04351 -1.79826 -1.00396 0.27 1.43 0.63
C -1.06235 -0.30513 1.56670 0.34 -0.62 -0.88
C 1.36673 0.06724 0.61521 0.65 0.03 0.44
C -0.14204 -0.21363 0.33977 0.04 -1.28 -0.07
O -1.07607 -1.39059 -2.12138 0.39 0.59 -1.05
O -0.80520 -1.17842 2.40971 0.74 -0.52 0.80
O -1.39079 -2.66981 -0.29155 -0.09 -1.14 0.96
O -2.05209 0.43226 1.55829 -1.33 1.38 -0.07
H -0.23107 1.98346 -1.88139 -0.78 0.17 -0.18
H 1.48574 2.31173 -1.65052 0.66 -0.23 0.61
H 2.35039 -0.43691 0.34100 -1.45 0.20 -0.43
H 1.49699 0.48881 1.60105 0.10 0.06 0.56

=====

Record 8
12
Properties=species:S:1:pos:R:3:forces:R:3 method="wB97M-V/def2-TZVPD" mol_weight_da=124.16 smiles="O=C1[C@@H]2C(=S)C=C[C@H]12" orbital_gap_ev=7.7 e_homo_ev=-8.8 charge=0 e_lumo_ev=-1.06
O 1.99002 1.76741 0.13337 0.91 1.21 0.55
C 1.08108 1.15045 -0.25612 -0.68 -1.13 -0.48
C -0.36087 0.91240 -0.45997 -0.10 -1.44 2.36
C -1.17050 0.22914 0.67556 -0.45 1.78 -0.49
S -2.55157 0.81219 1.44349 2.05 -0.74 -1.06
C -0.49576 -0.99838 0.84265 0.38 -3.08 1.35
C 0.53583 -1.23706 -0.01410 -1.08 1.63 0.31
C 0.69394 -0.11563 -0.94374 -1.39 1.14 2.74
H -1.03956 1.48218 -0.95654 -1.06 1.98 -2.18
H -0.88487 -1.67767 1.62366 0.60 0.26 -0.54
H 1.29199 -1.95756 -0.19585 0.05 -1.31 0.82
H 0.91027 -0.36747 -1.89241 0.78 -0.29 -3.37

=====

Record 9
11
Properties=species:S:1:pos:R:3:forces:R:3 method="wB97M-V/def2-TZVPD" mol_weight_da=108.16 smiles="C#CC(C#C)C=S" orbital_gap_ev=8.2 e_homo_ev=-9.0 charge=0 e_lumo_ev=-0.78
C -1.97266 1.45473 0.48160 1.49 0.14 -1.69
C -1.19257 0.47370 0.40617 -3.25 4.96 1.05
C 0.09709 -0.16238 0.49840 0.54 -1.33 -1.05
C 0.14850 -1.25770 -0.48785 0.37 -4.07 -3.40
C 0.18219 -2.31325 -1.16171 -0.73 4.22 2.07
C 1.25944 0.91106 0.26608 0.98 -0.68 1.87
S 2.64251 0.31158 -0.37170 -1.12 1.36 0.42
H -2.45651 2.55430 0.19450 1.19 -3.92 1.15
H 0.17481 -0.94382 1.30389 0.29 1.83 0.82
H -0.06260 -2.99953 -1.95036 0.38 -0.06 0.35
H 1.17979 1.97131 0.82099 -0.14 -2.46 -1.57

=====

Record 10
26
Properties=species:S:1:pos:R:3:forces:R:3 method="wB97M-V/def2-TZVPD" mol_weight_da=431.56 orbital_gap_ev="7.3 / 7.4" e_homo_ev="-5.8 / -5.9" s2=8.75 multiplicity=6 charge=-1 e_lumo_ev="1.49 / 1.44"
Mn -0.05578 2.41799 0.44736 1.18 0.13 1.33
Br 1.59851 2.51793 2.34740 -0.19 -0.17 -0.24
B -0.16473 4.04861 -1.29435 0.94 1.09 -0.61
F -1.19407 3.08566 -1.37482 0.14 -0.02 -0.40
F 1.10594 3.36271 -1.30052 -0.62 -0.17 -0.49
F -0.22573 5.03800 -2.23606 -0.17 -0.34 0.20
F -0.20086 4.52148 0.04587 -0.44 0.65 0.06
B -2.32706 1.64945 1.56889 -1.03 -0.32 0.86
F -1.58937 1.07887 0.44230 -0.12 -0.31 0.16
F -2.02316 3.03420 1.58875 0.08 -0.39 -0.44
F -3.66087 1.37442 1.33934 0.17 0.26 0.10
F -1.85593 1.08630 2.74705 -0.06 -0.18 -0.34
C 0.10121 -4.08116 0.12143 -0.06 -0.04 0.02
C 0.80362 -3.90332 -1.06322 0.19 -0.19 0.09
C 1.30213 -2.65922 -1.37926 -0.08 0.66 -0.28
C 1.03865 -1.59840 -0.52440 0.14 -0.14 -0.03
C 0.29589 -1.73343 0.62145 -0.60 -0.40 0.91
C -0.14613 -3.00698 0.96475 0.07 -0.36 -0.35
N 1.62607 -0.28826 -0.81173 -0.10 -0.07 0.16
O 2.70875 -0.24859 -1.34892 -0.27 0.12 -0.08
O 0.97822 0.67344 -0.43950 0.38 -0.18 -0.43
H -0.27010 -5.06996 0.36095 0.03 0.04 0.12
H 1.01533 -4.75290 -1.69850 -0.13 0.05 -0.12
H 1.80004 -2.43269 -2.31313 0.25 -0.25 0.11
H 0.01459 -0.93481 1.29762 0.39 0.33 -0.30
H -0.67516 -3.17933 1.89126 -0.10 0.19 -0.01

=====

Record 11
12
Properties=species:S:1:pos:R:3:forces:R:3 method="wB97M-V/def2-TZVPD" mol_weight_da=157.01 smiles=C#CC(C)(Br)C#C orbital_gap_ev="9.9 / 10.1" e_homo_ev="-10.0 / -10.0" charge=0 e_lumo_ev="-0.11 / 0.08"
C -0.26312 -1.75292 2.07536 0.17 1.43 -2.31
C -0.36418 -1.21142 0.97597 0.52 -2.36 4.61
C -0.66054 -0.44967 -0.16013 -1.05 2.58 -1.75
C -0.50650 1.10825 0.11002 1.07 -0.55 3.03
Br -2.65083 -0.62966 -0.45073 0.14 -0.32 -0.20
C 0.06088 -0.84912 -1.35044 -0.47 -0.45 0.12
C 0.62348 -1.30234 -2.29957 -0.55 0.65 1.09
H -0.07168 -2.09990 3.07693 -0.15 -0.07 -0.54
H 0.52859 1.43515 -0.17288 -1.07 -0.18 0.12
H -0.57376 1.16097 1.28682 0.15 0.25 -2.29
H -1.30851 1.74420 -0.26691 0.34 -0.36 -0.41
H 1.15500 -1.66755 -3.09296 0.90 -0.63 -1.47

=====

Record 12
38
Properties=species:S:1:pos:R:3:forces:R:3 method="wB97M-V/def2-TZVPD" mol_weight_da=1401.95 orbital_gap_ev=9.7 e_homo_ev=-10.1 charge=0 e_lumo_ev=-0.46
O 2.88954 -5.91861 -0.40241 -0.12 0.12 -0.05
S 2.62099 -4.62896 -0.95159 0.56 -0.38 0.15
O 3.90207 -4.25730 -1.86333 -0.52 0.37 0.01
P 4.72157 -2.78352 -1.61082 0.81 -0.22 0.16
O 3.50504 -1.76397 -1.33341 0.03 0.24 -0.33
Br 5.29721 -2.27265 -3.71264 -0.06 -0.31 0.29
O 1.54416 -5.05608 -2.25835 -0.13 0.36 0.22
S 0.79543 -3.93749 -3.06976 -0.35 -0.09 -1.30
O 1.68512 -2.91813 -3.50345 0.37 0.23 0.62
O -0.02750 -4.58109 -4.02680 -0.05 -0.29 0.21
C -0.39329 -3.18618 -1.85944 -0.29 -0.26 0.06
F -1.46587 -3.98698 -1.81157 0.11 0.10 0.05
F 0.12275 -3.09061 -0.62171 0.08 0.03 -0.21
C -0.84606 -1.77336 -2.32365 0.32 0.06 0.32
F 0.11530 -0.89028 -2.08280 0.17 0.12 0.06
F -1.91728 -1.42544 -1.61334 -0.23 0.04 0.05
F -1.14114 -1.74650 -3.60740 -0.17 -0.14 -0.25
H 3.44768 -1.05990 -1.99999 -0.32 -0.21 0.14
C 2.62816 -0.02562 -6.86191 -0.03 0.01 -0.03
Br 3.23351 -1.62030 -7.74596 0.00 -0.02 -0.01
Br 0.82605 0.42154 -7.35520 -0.01 -0.01 0.00
Br 2.82412 -0.18052 -4.95557 -0.20 0.25 -0.15
H 3.26273 0.78508 -7.18735 0.01 0.01 0.01
C -3.90567 -0.63381 1.16504 0.01 0.01 -0.06
Br -3.32320 1.14660 1.58982 -0.02 0.02 0.00
Br -2.95378 -1.94901 2.19721 0.02 -0.02 0.00
Br -5.80774 -0.82618 1.35571 -0.01 0.00 0.01
H -3.66887 -0.81134 0.12672 0.00 -0.02 -0.01
C -1.84182 4.09114 4.73743 0.11 0.02 0.00
Br -1.61700 2.19154 4.88521 0.00 0.00 0.03
Br -2.49456 4.60573 3.00266 -0.02 -0.02 -0.01
Br -2.96047 4.78242 6.14087 -0.08 -0.01 0.02
H -0.86684 4.54057 4.85683 0.00 0.03 0.01
C -1.70959 7.66204 8.49160 -0.03 -0.01 0.00
Br 0.08178 7.40688 7.84560 0.03 -0.02 -0.03
Br -1.80639 7.47431 10.40129 0.00 0.00 0.01
Br -2.44196 9.33752 7.90257 0.00 0.01 0.00
H -2.31421 6.87845 8.05990 0.00 -0.01 -0.01

=====

Record 13
15
Properties=species:S:1:pos:R:3:forces:R:3 method="wB97M-V/def2-TZVPD" mol_weight_da=180.01 smiles="O=C1C=C([O-])CCC1(Cl)Cl" orbital_gap_ev=7.4 e_homo_ev=-4.1 charge=-1 e_lumo_ev=3.34
O -0.86670 -0.37555 2.74084 1.09 0.42 -0.99
C -0.62590 -0.08198 1.56845 0.94 -1.87 -0.34
C -1.51754 0.44780 0.63118 0.40 0.47 0.61
C -1.16900 0.81356 -0.71464 -0.64 1.41 -0.06
O -1.98832 1.34248 -1.49512 0.54 -0.44 0.28
C 0.29371 0.63709 -1.25007 -0.26 -0.94 3.91
C 0.75213 -0.75752 -0.69508 1.90 0.58 -1.34
C 0.90612 -0.59160 0.78864 -2.10 -1.25 1.37
Cl 2.14389 0.56296 1.08547 1.13 1.10 0.68
Cl 1.56573 -2.19892 1.51330 -0.80 0.77 -0.31
H -2.44827 0.72829 1.19272 0.57 -0.12 -1.43
H 0.22224 0.55410 -2.25063 -0.32 -0.01 -3.51
H 0.98334 1.46687 -0.98158 -0.67 -0.57 -0.05
H -0.05831 -1.42817 -1.01211 0.50 -0.28 0.53
H 1.80688 -1.11941 -1.12138 -2.27 0.74 0.66

=====

Record 14
17
Properties=species:S:1:pos:R:3:forces:R:3 method="wB97M-V/def2-TZVPD" mol_weight_da=229.47 orbital_gap_ev=8.9 e_homo_ev=-12.4 charge=+1 e_lumo_ev=-3.47
C -0.16692 -1.94207 -0.72932 0.52 -0.95 -3.62
C 2.21792 0.52630 0.49325 -0.07 1.51 -1.21
C -0.57667 -0.55563 -0.77838 -0.42 0.27 1.45
C 1.91542 1.53481 -0.11867 1.27 -2.43 1.75
C -0.39493 -2.92277 0.11376 -0.74 -0.42 1.35
C -0.78225 0.26474 0.24614 0.23 1.34 -0.80
N -0.97482 1.73599 0.07828 1.69 -1.38 0.87
O -0.62236 -3.72905 0.91804 0.49 0.68 -0.94
O -0.72619 0.00970 1.55100 0.07 -0.90 -0.01
Cl 2.77773 -0.86186 1.14376 -0.21 0.05 0.05
Cl -0.82710 0.12552 -2.29897 0.04 0.36 -1.39
Cl 1.67350 3.04028 -0.65930 0.13 1.18 -0.66
H 0.10300 -2.28563 -1.82337 -0.21 0.24 2.45
H -0.84027 2.05472 1.06338 -0.82 0.24 -0.73
H -1.93691 1.81229 -0.28007 0.62 1.14 -0.18
H -0.07219 2.14071 -0.41347 -2.63 -0.35 0.07
H -0.76697 -0.94805 1.49394 0.04 -0.59 1.53

=====

Record 15
19
Properties=species:S:1:pos:R:3:forces:R:3 method="wB97M-V/def2-TZVPD" mol_weight_da=221.58 smiles="N[C@](F)(Cl)Oc1ncccc1[N+](=O)[O-]" orbital_gap_ev=8.5 e_homo_ev=-9.4 charge=0 e_lumo_ev=-0.89
N 2.62414 0.22669 0.45032 -1.80 7.14 0.32
C 1.96975 0.98768 -0.84390 4.58 -1.85 3.14
F 2.32247 0.27863 -1.95052 -0.60 0.18 0.33
Cl 2.78177 2.60271 -0.96853 -0.74 -0.51 -0.08
O 0.66965 1.14171 -0.69633 -0.72 0.25 -0.54
C -0.06957 0.10445 -0.22939 0.20 -0.21 0.24
N 0.53708 -1.00652 0.09633 -0.70 -1.34 -0.08
C -0.14767 -1.99639 0.71918 -2.06 4.46 -0.56
C -1.48555 -1.77732 1.02734 0.17 0.39 -1.04
C -2.15731 -0.65513 0.54751 -1.83 -0.64 0.10
C -1.43725 0.33950 -0.07573 -0.16 -0.79 -0.05
N -2.10770 1.46126 -0.70868 -0.12 0.44 0.17
O -1.40777 2.34268 -1.17398 -1.02 -0.16 0.06
O -3.32870 1.41680 -0.71096 0.42 0.31 -0.20
H 3.11435 -0.54051 0.17953 1.93 -2.38 -1.00
H 3.16567 0.98077 1.04368 -1.04 -2.30 -2.03
H 0.37337 -2.73138 1.18342 1.66 -2.53 0.58
H -2.10960 -2.48909 1.47771 -0.33 -1.12 0.82
H -3.30714 -0.68653 0.63300 2.15 0.66 -0.18